Entry 1:
Density functional theory data (ωB97M-V/def2-TZVPD) for a molecular structure, C27H23N3PPdS.

Each line ends with the Löwdin charge.
CARTESIAN COORDINATES (ANGSTROEM)
Pd 0.7389 0.0394 0.0365  0.53
N 0.5613 -3.0360 0.2293  -0.09
P 1.7553 -1.9211 -0.1961  0.87
C 2.1802 -2.2148 -1.9239  -0.35
C 2.6964 -3.4482 -2.3257  -0.09
C 2.9717 -3.6814 -3.6612  -0.06
C 2.7380 -2.6846 -4.6020  -0.06
C 2.2318 -1.4555 -4.2099  -0.06
C 1.9516 -1.2202 -2.8708  -0.10
C 3.1742 -2.4296 0.7721  -0.39
C 4.4601 -2.2276 0.2696  -0.08
C 5.5599 -2.5404 1.0497  -0.06
C 5.3821 -3.0503 2.3295  -0.06
C 4.1054 -3.2375 2.8377  -0.06
C 2.9983 -2.9189 2.0657  -0.10
C -0.7832 -2.7279 0.1043  -0.36
C -1.7524 -3.6904 0.3994  0.00
C -3.0767 -3.3374 0.3220  -0.04
C -3.4163 -2.0357 -0.0397  -0.05
C -2.4003 -1.1573 -0.3235  -0.12
N -1.0953 -1.4824 -0.2773  0.04
H 0.8087 -3.9967 0.4128  0.12
H 2.8942 -4.2222 -1.5925  0.11
H 3.3734 -4.6368 -3.9709  0.11
H 2.9577 -2.8689 -5.6453  0.11
H 2.0598 -0.6801 -4.9442  0.11
H 1.5691 -0.2554 -2.5562  0.08
H 4.5998 -1.8319 -0.7285  0.11
H 6.5568 -2.3879 0.6593  0.11
H 6.2440 -3.2971 2.9351  0.11
H 3.9697 -3.6234 3.8389  0.11
H 2.0031 -3.0363 2.4755  0.11
H -1.4507 -4.6868 0.6920  0.12
H -3.8450 -4.0639 0.5507  0.12
H -4.4451 -1.7136 -0.0985  0.11
H -2.6388 -0.1406 -0.5987  0.10
C -1.2375 1.7559 -1.8762  -0.03
C -0.9462 2.4711 -0.5919  -0.30
C -1.5427 3.7229 -0.3270  0.00
C -1.1636 4.4333 0.7730  0.02
C -0.1423 3.9411 1.6152  -0.15
C 0.3675 4.6656 2.7160  -0.02
C 1.4091 4.1526 3.4362  -0.06
C 1.9806 2.9121 3.0898  -0.09
C 1.4866 2.1684 2.0466  -0.58
S 2.2144 0.6193 1.6245  0.67
C 0.4005 2.6821 1.3040  -0.23
N -0.0638 1.9486 0.2382  0.00
H -2.1733 2.0941 -2.3166  0.09
H -1.2670 0.6764 -1.7517  0.03
H -0.4378 1.9692 -2.5892  0.10
H -2.2797 4.1097 -1.0165  0.12
H -1.6082 5.3975 0.9874  0.13
H -0.0632 5.6279 2.9593  0.12
H 1.8171 4.7054 4.2713  0.11
H 2.8260 2.5357 3.6522  0.11

Summary:
- charge = +1
- largest force on an atom (eV/Å) = 0.9
- 2S+1 = 1
- highest occupied orbital energy (eV) = -10.238
- ΔE to the lowest compared entry with this formula, charge and spin (kcal/mol) = 6.25
- HOMO-LUMO gap (eV) = 7.12

=====

Entry 2:
Density functional theory data (ωB97M-V/def2-TZVPD) for a molecular structure, C27H23N4PtS2 at a distorted geometry.

Each line ends with the Löwdin charge.
CARTESIAN COORDINATES (ANGSTROEM)
Pt 0.1648 -0.0412 -0.1484  1.09
N -1.8700 3.7194 -0.0764  0.19
C -1.1265 4.1022 -1.1874  -0.17
C -1.1332 5.2487 -1.9733  -0.01
C -0.2398 5.2782 -3.0241  -0.07
C 0.6313 4.2070 -3.2848  -0.07
C 0.6330 3.0727 -2.5012  0.00
C -0.2663 3.0332 -1.4402  -0.22
N -0.4975 2.0409 -0.4946  0.02
C -1.4622 2.4884 0.2894  -0.26
C -1.9897 1.6857 1.3952  -0.32
C -2.9844 1.9740 2.2725  -0.32
S -3.2147 0.6702 3.3477  1.09
C -1.9671 -0.1920 2.5599  -0.42
N -1.4149 0.4463 1.5749  -0.08
H -2.5855 4.2643 0.3743  0.17
H -1.8032 6.0751 -1.7744  0.12
H -0.2098 6.1485 -3.6658  0.11
H 1.3130 4.2770 -4.1216  0.11
H 1.2943 2.2373 -2.6922  0.11
H -3.5867 2.8660 2.3459  0.09
H -1.6696 -1.1813 2.8759  0.09
C 2.9223 3.3672 3.4864  -0.07
C 4.2663 2.6378 3.5169  -0.56
C 4.5630 2.2385 4.9696  -0.04
C 5.3488 3.6029 3.0126  -0.04
C 4.2574 1.3869 2.6403  -0.16
C 5.4213 0.5951 2.5610  -0.02
C 5.4898 -0.5449 1.7893  -0.06
C 4.3588 -0.9163 1.0670  -0.45
S 4.1197 -2.2775 0.0109  1.16
C 2.5052 -1.7492 -0.2754  -0.54
N 2.1706 -0.6559 0.3530  -0.04
C 3.1995 -0.1501 1.1301  -0.28
C 3.1475 1.0011 1.9152  0.04
C 1.5321 -2.3938 -1.1068  -0.26
C 1.7491 -3.5635 -1.8305  -0.03
C 0.7217 -4.0966 -2.5870  -0.07
C -0.5157 -3.4598 -2.6125  -0.07
C -0.7277 -2.2933 -1.8860  -0.09
C 0.2958 -1.7507 -1.1352  -0.25
H 2.9807 4.2487 4.1261  0.09
H 2.1138 2.7351 3.8622  0.09
H 2.6689 3.7027 2.4779  0.09
H 4.5569 3.1240 5.6080  0.09
H 5.5393 1.7620 5.0675  0.08
H 3.8079 1.5410 5.3379  0.09
H 5.3553 4.5075 3.6236  0.09
H 5.1578 3.8871 1.9758  0.09
H 6.3432 3.1574 3.0631  0.08
H 6.3023 0.8833 3.1199  0.12
H 6.3977 -1.1320 1.7460  0.12
H 2.2265 1.5679 1.9305  0.10
H 2.7181 -4.0488 -1.7987  0.11
H 0.8817 -5.0025 -3.1551  0.11
H -1.3217 -3.8773 -3.2015  0.11
H -1.7013 -1.8147 -1.9192  0.10

Summary:
- charge = +1
- largest force on an atom (eV/Å) = 2.3
- 2S+1 = 1
- highest occupied orbital energy (eV) = -10.572
- ΔE to the lowest compared entry with this formula, charge and spin (kcal/mol) = 18.38
- HOMO-LUMO gap (eV) = 6.96

=====

Entry 3:
Density functional theory data (ωB97M-V/def2-TZVPD) for a molecular structure, C27H23N8O5S4SbV at a distorted geometry.

Each line ends with the Löwdin charge.
CARTESIAN COORDINATES (ANGSTROEM)
V -1.1629 -0.7036 -0.1642  0.76
N 1.1194 -0.2176 -0.0978  0.04
N 1.5012 -0.5987 -1.3978  0.02
C 0.7418 -1.5536 -2.0724  -0.71
O 1.1408 -1.9932 -3.1274  0.02
O -0.4068 -1.8621 -1.5122  -0.31
H 1.2423 0.7881 -0.0031  0.11
H 1.7238 -0.6742 0.5817  0.07
H 2.4755 -0.5288 -1.6628  0.15
O -2.8274 1.9462 -3.0581  -0.23
S -1.5920 1.2728 -2.8103  0.67
O -1.5332 -0.1448 -3.3957  -0.72
N -1.1821 1.0888 -1.3053  -0.19
C -1.2320 2.2541 -0.4647  -0.22
C -1.0848 3.5545 -0.8739  0.00
C -1.1663 4.6245 0.0415  -0.04
C -1.4280 4.4018 1.3593  -0.02
C -1.6272 3.0779 1.8126  -0.14
C -2.0165 2.7770 3.1388  0.02
C -2.2672 1.4862 3.4945  -0.02
C -2.0683 0.4714 2.5473  -0.09
N -1.6556 0.7000 1.3196  0.03
C -1.4911 2.0043 0.9144  -0.14
C -0.3154 2.0182 -3.7412  -0.29
C -0.6752 2.5346 -4.9841  -0.03
C 0.3042 3.1333 -5.7562  -0.04
C 1.6108 3.2083 -5.2887  -0.05
C 1.9447 2.7150 -4.0347  -0.05
C 0.9762 2.1145 -3.2465  -0.06
H -0.9234 3.7872 -1.9171  0.11
H -1.0416 5.6344 -0.3251  0.12
H -1.5149 5.2205 2.0615  0.12
H -2.1366 3.5853 3.8496  0.13
H -2.6094 1.2267 4.4858  0.12
H -2.2575 -0.5614 2.8114  0.12
H -1.7005 2.4733 -5.3226  0.13
H 0.0450 3.5473 -6.7210  0.12
H 2.3770 3.6528 -5.9100  0.12
H 2.9586 2.8028 -3.6685  0.11
H 1.2087 1.7329 -2.2626  0.09
S -3.5510 -4.5678 -3.3899  -0.06
Sb -1.5624 -3.2203 -3.5377  0.83
S -2.3298 -4.4573 -1.6551  -0.01
S -2.9529 -1.1955 -3.2776  0.57
C -1.2711 -4.2801 2.2526  0.00
C -1.3864 -3.3459 1.2420  -0.11
N -0.7777 -2.1498 1.3055  -0.01
C 0.0036 -1.8963 2.3625  -0.10
C 0.2095 -2.7875 3.4027  -0.19
C -0.4893 -3.9900 3.3575  0.02
C 1.1126 -2.4313 4.5213  -0.03
C 2.3036 -1.8517 4.3927  -0.01
C 3.0228 -1.5932 3.1163  -0.29
C 3.2169 -2.5823 2.1572  0.00
C 3.9566 -2.2446 1.0398  -0.12
N 4.4375 -1.0129 0.8472  0.08
C 4.2005 -0.1428 1.8259  -0.20
N 3.5291 -0.3682 2.9542  0.13
H -1.8013 -5.2182 2.1709  0.12
H -1.9856 -3.5357 0.3597  -0.02
H 0.4703 -0.9203 2.4012  0.12
H -0.4048 -4.6982 4.1731  0.13
H 0.7483 -2.6542 5.5181  0.12
H 2.8390 -1.5337 5.2799  0.12
H 2.8274 -3.5821 2.2921  0.12
H 4.1746 -2.9753 0.2688  0.12
H 4.5912 0.8593 1.6907  0.11
O -3.8529 -1.4716 -0.1322  0.01
N -2.7322 -1.1492 -0.2332  -0.28

Summary:
- charge = +1
- largest force on an atom (eV/Å) = 1.5
- 2S+1 = 1
- highest occupied orbital energy (spin up / spin down) (eV) = -10.203 / -10.203
- HOMO-LUMO gap (spin up / spin down) (eV) = 6.86 / 6.86

=====

Entry 4:
Density functional theory data (ωB97M-V/def2-TZVPD) for 2 unconnected molecules or ions with the total composition C27H23NO4 at a distorted geometry.

Each line ends with the Löwdin charge.
CARTESIAN COORDINATES (ANGSTROEM)
C 3.0793 -0.5542 2.9815  -0.07
C 1.7464 0.0750 3.2609  -0.23
O 0.7788 -0.6851 2.5020  -0.03
C -0.4478 -0.1307 2.6092  -0.46
C -1.4677 -1.0352 2.0726  -0.18
C -2.8642 -0.8389 2.4176  -0.19
C -3.3484 0.3613 2.9961  -0.02
C -4.7109 0.5371 3.2142  -0.09
C -5.6162 -0.4751 2.8771  -0.11
C -5.1571 -1.6667 2.3115  -0.10
C -3.7933 -1.8667 2.1148  -0.05
C -1.0095 -2.3498 1.8973  -0.26
N -0.7175 -3.4691 1.6756  0.17
O -0.6108 0.9899 3.0879  0.06
H 3.8457 -0.0351 3.5649  0.08
H 3.0874 -1.6146 3.2640  0.08
H 3.3348 -0.4647 1.9171  0.08
H 1.4819 0.0051 4.3269  0.13
H 1.7210 1.1245 2.9459  0.12
H -2.6248 1.1295 3.2619  0.10
H -5.0485 1.4545 3.6933  0.10
H -6.6785 -0.3416 3.0574  0.09
H -5.8376 -2.4805 2.0628  0.10
H -3.4223 -2.8192 1.7142  0.11
C 6.5248 0.3328 -4.2501  -0.05
O 5.8707 -0.7299 -3.5060  -0.08
C 4.5910 -0.5393 -3.0895  -0.25
C 3.9960 -1.5480 -2.2891  0.01
C 2.7377 -1.3659 -1.7501  0.00
C 1.9958 -0.1697 -1.9915  -0.14
C 0.6606 0.0584 -1.4826  -0.14
O 0.1100 1.2561 -1.8651  0.07
C -1.2092 1.5539 -1.5577  -0.14
C -1.9842 0.6393 -0.8087  -0.12
C -3.3543 0.9377 -0.6195  0.01
C -3.8950 2.0935 -1.1491  -0.06
C -3.1039 2.9617 -1.9206  -0.05
C -1.7564 2.6918 -2.1514  0.01
C -1.3855 -0.5595 -0.3526  0.03
C -0.0398 -0.7926 -0.6359  0.02
C 2.5876 0.7991 -2.8306  -0.01
C 3.8465 0.6336 -3.3770  -0.01
H 7.5285 -0.0599 -4.4120  0.09
H 6.0204 0.5116 -5.2128  0.10
H 6.5644 1.2678 -3.6685  0.10
H 4.5763 -2.4472 -2.0969  0.12
H 2.2808 -2.1543 -1.1541  0.12
H -3.9519 0.2295 -0.0497  0.12
H -4.9497 2.3168 -0.9827  0.11
H -3.5634 3.8362 -2.3805  0.11
H -1.1472 3.3092 -2.8095  0.12
H -2.0603 -1.3811 -0.0886  0.12
H 0.4764 -1.6680 -0.2500  0.11
H 2.0484 1.7097 -3.0911  0.12
H 4.2642 1.4271 -4.0033  0.11

Summary:
- largest force on an atom (eV/Å) = 3.2
- 2S+1 = 1
- highest occupied orbital energy (eV) = -6.861
- ΔE to the lowest compared entry with this formula, charge and spin (kcal/mol) = 8.83
- HOMO-LUMO gap (eV) = 5.44